No. 1
C13H20BrF3N2O5P2PtS | wB97M-V/def2-TZVPD

The geometry in ORCA input format:
```
! RIJCOSX wB97M-V def2-TZVPD def2/J DEFGRID3
* xyz 2 5
Pt 0.24030 -0.12823 0.69215
C -2.89748 -1.38340 0.75960
P -2.03055 0.03624 0.04599
C -2.84646 1.51640 0.67790
C -2.49446 0.03535 -1.72999
C -1.94400 -1.10203 -2.59498
P -0.18822 -0.94683 -3.07671
C -0.02909 0.32284 -4.35408
C 0.40763 -2.53324 -3.66557
H -3.95712 -1.37290 0.50119
H -2.79148 -1.34480 1.84389
H -2.44416 -2.31223 0.41367
H -3.91759 1.46902 0.47590
H -2.42752 2.40422 0.20559
H -2.68886 1.58455 1.75418
H -2.23392 1.00949 -2.15191
H -3.58644 -0.02152 -1.71868
H -2.46857 -1.11637 -3.55769
H -2.09845 -2.07663 -2.12855
H 0.34057 -0.14735 -5.26609
H 0.67380 1.09539 -4.04559
H -1.00386 0.77647 -4.53682
H -0.26849 -2.88402 -4.45106
H 0.43960 -3.26098 -2.85621
H 1.41019 -2.41153 -4.07453
O 1.40808 3.95684 5.32163
C 1.05017 3.03515 4.44264
C 0.65627 1.73565 4.78065
C 0.31270 0.86445 3.77666
N 0.33489 1.21458 2.48201
C 0.71076 2.45895 2.17631
Br 0.73201 2.81639 0.32287
C 1.07450 3.40607 3.09223
H 1.37534 3.63994 6.23419
H 0.62476 1.41122 5.81212
H 0.00165 -0.14825 3.99572
H 1.37951 4.40172 2.80499
F 4.30146 -2.45266 -0.62813
C 4.06091 -1.34919 -1.31529
F 3.89313 -1.64556 -2.60007
F 5.04855 -0.49270 -1.17120
S 2.48033 -0.60240 -0.72327
O 2.62566 -0.26648 0.70163
O 2.18568 0.51415 -1.58311
O 1.49200 -1.70658 -0.87215
O 1.82692 -3.52551 1.93849
C 1.05162 -2.67916 1.91398
N 0.17775 -1.79453 1.93552
*
```

The expectation value of S² is 6.019. The orbital gap (spin up / spin down) is 9.65 / 5.68 eV. The value obtained for the HOMO energy (spin up / spin down) is -0.54086 / -0.57281 Ha. As for the energy above the lowest of the compared OMol25 structures with the same formula, charge and spin: 55.3 kJ/mol.

Results of the Löwdin charge analysis, in e, for atoms 1 through 5: number 1, Pt, carries 0.988; number 2, C, carries -0.238; number 3, P, carries 0.714; number 4, C, carries -0.234; number 5, C, carries -0.370

No. 2
C22H19FN7O4OsS2 | wB97M-V/def2-TZVPD

The geometry in ORCA input format:
```
! RIJCOSX wB97M-V def2-TZVPD def2/J DEFGRID3
* xyz 3 5
Os 0.12370 -1.09979 -0.06715
C 5.23891 -1.65860 1.18673
N 4.07125 -1.49426 2.06805
C 4.13738 -1.21879 3.42293
C 2.87882 -1.15093 3.88037
N 2.02753 -1.39834 2.79430
C 2.79731 -1.58103 1.69318
S 2.30682 -1.74638 0.04246
C 0.64395 -1.70925 2.96542
C 0.26141 -2.16532 4.21193
C -1.06355 -2.47055 4.46628
C -1.98302 -2.32131 3.44532
C -1.53922 -1.87843 2.22353
N -0.23994 -1.56258 1.95091
H 6.09000 -1.92623 1.80531
H 5.44759 -0.72879 0.66178
H 5.04840 -2.45845 0.47690
H 5.07439 -1.08455 3.93623
H 2.51916 -0.92541 4.86685
H 0.99979 -2.32363 4.98144
H -1.35833 -2.83424 5.44198
H -3.02878 -2.55997 3.57621
H -2.22511 -1.76354 1.40189
N 2.29908 1.66802 -0.86852
C 1.08668 2.14148 -0.67911
N 0.09310 1.41610 -0.13884
C -1.04150 2.15413 -0.06611
C -2.28008 1.74640 0.47631
C -3.31586 2.62411 0.43266
C -3.17223 3.94062 -0.13514
C -1.96999 4.38298 -0.65274
C -0.90843 3.50031 -0.61323
S 0.68589 3.77233 -1.17792
H 2.52231 0.71589 -0.59047
H 3.04647 2.25639 -1.21253
H -2.40478 0.75758 0.88693
H -4.27982 2.33572 0.83020
H -4.03348 4.59681 -0.14899
H -1.86546 5.37566 -1.06968
F -2.21112 1.77441 -5.86434
C -1.55893 1.08873 -4.95767
C -2.06929 -0.01352 -4.40561
N -1.37225 -0.73518 -3.42361
C -2.05748 -1.82711 -2.70419
C -2.66504 -1.20269 -1.45825
O -3.76919 -0.74214 -1.43941
O -1.84840 -1.08518 -0.40047
C -0.17417 -0.33611 -3.01714
O 0.48469 -0.90616 -2.07225
N 0.38540 0.71348 -3.63867
C -0.25580 1.60980 -4.54425
O 0.28552 2.62174 -4.87124
H -3.04108 -0.39559 -4.68549
H -1.33115 -2.60276 -2.47647
H -2.83294 -2.22918 -3.34865
H 1.34084 0.94329 -3.39796
*
```

The expectation value of S² is 6.036. The orbital gap (spin up / spin down) is 8.72 / 5.46 eV. The value obtained for the HOMO energy (spin up / spin down) is -0.63600 / -0.64382 Ha.

Results of the Löwdin charge analysis, in e, for atoms 1 through 5: number 1, Os, carries 1.389; number 2, C, carries 0.026; number 3, N, carries -0.088; number 4, C, carries 0.031; number 5, C, carries 0.016

No. 3
C5H14O | wB97M-V/def2-TZVPD

The geometry in ORCA input format:
```
! RIJCOSX wB97M-V def2-TZVPD def2/J DEFGRID3
* xyz 1 2
C 1.36358 -1.72749 0.85134
C 0.41069 -0.73193 0.11659
C -0.57590 0.01741 1.07773
C -0.91482 1.29507 0.46914
C -1.81448 -0.91647 1.48228
H 1.38255 -2.74161 0.48235
H 1.06078 -1.82889 1.90857
H 2.41922 -1.41576 0.96716
H -0.27723 -1.36000 -0.47978
H 1.05576 0.00489 -0.35939
H -0.19736 -0.20348 2.10139
H -0.25111 1.60178 -0.37633
H -1.95506 1.40417 0.17077
H -0.84425 2.17768 1.16329
H -1.53623 -1.69765 2.17609
H -2.62271 -0.26546 1.90087
H -2.24800 -1.36813 0.59259
H 2.23723 3.21359 -5.06407
H 1.79394 1.82032 -4.50790
O 1.51339 2.72196 -4.67267
*
```

The expectation value of S² is 0.753. The orbital gap (spin up / spin down) is 10.91 / 3.84 eV. The value obtained for the HOMO energy (spin up / spin down) is -0.50484 / -0.50484 Ha. As for the energy above the lowest of the compared OMol25 structures with the same formula, charge and spin: 98.7 kJ/mol.

Results of the Löwdin charge analysis, in e, for atoms 1 through 5: number 1, C, carries -0.066; number 2, C, carries -0.139; number 3, C, carries -0.281; number 4, C, carries -0.020; number 5, C, carries 0.041

No. 4
C18H17NO6S2 | wB97M-V/def2-TZVPD

The geometry in ORCA input format:
```
! RIJCOSX wB97M-V def2-TZVPD def2/J DEFGRID3
* xyz 0 1
C -5.72317 -2.46055 1.49038
H -5.25483 -3.49213 1.26555
H -5.15359 -1.93102 2.26829
H -6.79953 -2.51172 1.50646
O -5.51628 -1.84873 0.10796
C -4.32603 -1.55593 -0.10029
C -4.21324 -0.80292 -1.13107
C -2.89376 -0.38377 -1.92534
C -1.81595 -0.90510 -1.26058
C -1.84448 -1.76242 -0.04924
C -3.19784 -1.78952 0.49455
H -3.32812 -2.50693 1.25563
H -0.97187 -2.30233 0.30518
S -0.11007 -0.53965 -1.75842
O -0.15569 0.10795 -3.13556
O 0.54791 -1.87974 -1.64064
N 0.66284 0.18869 -0.51081
C -0.04743 1.47017 -0.19215
O -1.03740 1.80032 -0.72894
C 0.76415 2.62633 0.58388
C 1.56987 3.31933 -0.68158
H 0.83742 3.86007 -1.17777
H 2.18732 4.23132 -0.06415
H 2.23886 2.69629 -0.92102
H 1.47308 2.26967 0.93135
C -0.06150 3.55094 1.19376
H -0.67805 2.81482 1.98116
H 0.45633 4.50090 1.62538
H -0.94809 3.90713 0.61895
C 1.92873 -0.10721 -0.05869
C 2.91176 -0.12233 -1.12551
C 4.09243 -0.73958 -0.77489
C 4.37372 -0.97845 0.71837
C 3.31860 -0.98622 1.61539
C 2.07823 -0.45705 1.21458
H 1.34507 -0.07476 1.95453
H 3.55138 -1.10381 2.49695
O 5.58980 -1.45896 1.25101
C 6.39263 -1.52431 -0.05128
O 7.42079 -1.81637 0.07105
S 5.65182 -1.10978 -1.40966
H 2.57305 0.06179 -1.87317
H -2.82617 0.17159 -2.64259
H -5.06268 -0.42602 -1.73705
*
```

The orbital gap is 9.03 eV. The value obtained for the HOMO energy is -0.32011 Ha. As for the energy above the lowest of the compared OMol25 structures with the same formula, charge and spin: 1405.4 kJ/mol.

Results of the Löwdin charge analysis, in e, for atoms 1 through 5: number 1, C, carries 0.035; number 2, H, carries 0.124; number 3, H, carries 0.097; number 4, H, carries 0.085; number 5, O, carries -0.013

No. 5
C5H15N2 | wB97M-V/def2-TZVPD

The geometry in ORCA input format:
```
! RIJCOSX wB97M-V def2-TZVPD def2/J DEFGRID3
* xyz 0 2
C 1.31958 -1.14704 0.18253
C 0.47526 -0.21487 -0.63317
C -0.94295 -0.61849 -0.90220
C -1.89464 -0.54543 0.30559
C -1.95169 0.86475 0.92106
N 1.82995 2.67267 0.39850
N 1.64282 -2.40140 -0.47941
H 2.26643 -0.66789 0.42933
H 0.82145 -1.35617 1.13594
H 2.05384 3.49310 -0.14358
H 0.96469 0.25795 -1.48345
H -0.98943 -1.64185 -1.28511
H -1.36411 0.01038 -1.68320
H -2.87311 -0.86872 -0.03360
H -1.58473 -1.26345 1.06823
H -2.24552 0.87060 1.96914
H -0.94926 1.28175 0.83309
H 1.33305 2.93138 1.23634
H -2.62913 1.52336 0.37479
H 1.33238 1.98365 -0.14689
H 0.90203 -2.80938 -1.03120
H 2.48309 -2.35493 -1.03272
*
```

The expectation value of S² is 0.754. The orbital gap (spin up / spin down) is 9.12 / 9.38 eV. The value obtained for the HOMO energy (spin up / spin down) is -0.29484 / -0.33826 Ha. As for the energy above the lowest of the compared OMol25 structures with the same formula, charge and spin: 5.4 kJ/mol.

Results of the Löwdin charge analysis, in e, for atoms 1 through 5: number 1, C, carries -0.308; number 2, C, carries -0.106; number 3, C, carries -0.238; number 4, C, carries -0.255; number 5, C, carries -0.097

No. 6
C25H41N2ORhS2Si4Te | wB97M-V/def2-TZVPD

The geometry in ORCA input format:
```
! RIJCOSX wB97M-V def2-TZVPD def2/J DEFGRID3
* xyz 0 5
Rh -1.80857 0.37904 -1.92819
C 2.80749 0.52891 -2.31526
C 1.33687 0.84934 -2.13055
N 0.43025 -0.04793 -2.05563
N 0.86557 -1.35663 -2.29084
C -0.12236 -2.12715 -2.61436
S -1.80176 -1.76587 -2.78004
S 0.27342 -3.87429 -2.76209
C 0.90267 -3.98712 -4.50694
C 2.00676 -3.00647 -4.90133
C 1.67529 -1.79813 -5.55304
C 2.59345 -0.78133 -5.72212
C 3.93843 -1.06481 -5.37267
C 4.22770 -2.28347 -4.73505
C 3.27365 -3.20986 -4.51060
C 0.90997 2.27723 -2.05734
C 1.78013 3.17739 -1.49665
C 1.53559 4.51158 -1.25809
C 0.34911 5.05385 -1.77913
C -0.49675 4.21700 -2.43307
C -0.36049 2.82483 -2.51710
O -1.37159 2.12559 -2.93158
H 2.96051 0.04028 -3.31351
H 3.09258 -0.20632 -1.56995
H 3.46633 1.40260 -2.20380
H 0.02522 -3.90017 -5.15836
H 1.32268 -5.02611 -4.43002
H 0.63823 -1.62502 -5.71732
H 2.28695 0.19353 -6.06511
H 4.63767 -0.22512 -5.49760
H 5.22859 -2.45746 -4.42762
H 3.54943 -4.10087 -3.96354
H 2.71968 2.77997 -1.16709
H 2.24542 5.16894 -0.77626
H 0.07611 6.11920 -1.63892
H -1.47340 4.67739 -2.80443
C 1.42050 -1.46362 3.54455
Si 0.69434 -0.80170 1.95888
C 1.93347 0.41662 1.28032
C 0.17746 -2.17261 0.80722
Si -1.42244 0.26395 2.38951
Te -2.00174 1.95793 0.54427
Si -1.27979 1.65557 4.28831
C 0.09240 2.85584 3.66123
C -0.83078 0.83832 5.90522
C -2.92779 2.60372 4.56879
Si -3.34496 -1.09172 2.21043
C -3.79914 -1.28101 0.37892
C -2.96423 -2.80803 2.93497
C -4.78067 -0.26725 3.16696
H 2.44713 -1.84685 3.49147
H 0.80606 -2.27702 3.88780
H 1.44190 -0.78141 4.38271
H 2.27425 0.22681 0.27867
H 2.77231 0.42234 1.94879
H 1.50839 1.42336 1.35424
H 1.01236 -2.58760 0.24819
H -0.49273 -1.63011 0.08576
H -0.30699 -3.01852 1.32129
H 1.05150 2.31881 3.65658
H 0.26128 3.75855 4.24934
H -0.11063 3.10838 2.62730
H -0.20768 -0.00592 5.80636
H -1.68027 0.54254 6.56442
H -0.31850 1.52712 6.60759
H -3.51491 2.75069 3.65262
H -2.62842 3.60356 4.94688
H -3.59353 2.10131 5.29317
H -2.88494 -1.64365 -0.22366
H -4.20542 -0.35364 0.00596
H -4.60407 -2.01363 0.21046
H -2.25413 -3.30009 2.28202
H -3.78919 -3.44998 3.16904
H -2.41199 -2.72181 3.85798
H -4.80061 0.76757 2.89244
H -4.71242 -0.39050 4.23234
H -5.74619 -0.71885 2.91583
*
```

The expectation value of S² is 6.017. The orbital gap (spin up / spin down) is 7.63 / 5.31 eV. The value obtained for the HOMO energy (spin up / spin down) is -0.27358 / -0.28733 Ha.

Results of the Löwdin charge analysis, in e, for atoms 1 through 5: number 1, Rh, carries 0.590; number 2, C, carries -0.008; number 3, C, carries -0.262; number 4, N, carries -0.046; number 5, N, carries -0.029

no.,total energy (Eh),M (g/mol)
1,-5066.25457,710.3
2,-2520.00986,718.8
3,-273.72000,90.2
4,-1998.16176,407.5
5,-308.93915,103.2
6,-3494.88218,792.6